This record from the OMol25 dataset describes a structure of composition C2H6O2Pt. The level of theory is the ωB97M-V functional and the def2-TZVPD basis.

Each line ends with the Löwdin spin population.
Atoms and positions in Å:
C: -0.1460 -0.5299 1.5005  0.068
C: 0.5787 -0.0124 0.2818  0.188
O: 0.8306 -1.0022 -0.6595  0.015
H: -0.6505 -1.4874 1.3053  0.001
H: 0.5463 -0.6445 2.3533  0.008
H: -0.9215 0.1991 1.7844  0.039
H: 1.4598 0.6018 0.5529  0.033
H: 0.3318 -0.6854 -1.6324  0.004
Pt: -0.7091 1.4926 -0.4840  1.275
O: -0.8290 0.8332 -2.1006  0.352
H: -0.4911 1.2351 -2.9016  0.018

Cartesian forces, eV/Å:
C -0.30 -0.13 0.78
C -0.70 0.79 0.27
O -1.84 1.45 -4.12
H 0.26 0.30 -0.06
H -0.25 -0.10 -0.25
H 0.32 -0.46 0.28
H -0.12 -0.42 -0.30
H 2.03 -1.23 4.14
Pt 1.19 2.79 6.86
O -0.28 -3.52 -7.16
H -0.32 0.52 -0.45

Summary:
HOMO (spin up / spin down) in eV: -7.039 / -9.311
Total charge: 0
Maximum force in eV/A: 7.983
Frontier orbital gap (spin up / spin down) in eV: 6.6 / 7.9
E in eV: -9507.1571
2S+1: 3